{"formula": "C10H13BF8N4NaSSb", "method": "ωB97M-V/def2-TZVPD", "spin_multiplicity": 2, "relative_energy_kj_mol": 366.34, "charge": -1, "s2": 0.751, "e_homo_ev": [-4.4, -4.4], "total_energy_ev": -60755.834, "species": ["Na", "C", "C", "N", "C", "S", "N", "N", "C", "C", "C", "C", "C", "C", "C", "N", "H", "H", "H", "H", "H", "H", "H", "H", "H", "H", "H", "H", "H", "F", "Sb", "F", "F", "F", "F", "F", "F", "B", "F"], "coordinates": [[1.5987, -0.2619, -0.7930], [-4.6371, -1.4090, -2.2143], [-3.8391, -2.6416, -1.8019], [-2.4564, -2.6023, -2.2590], [-1.4622, -1.8816, -1.6388], [0.0592, -1.7312, -2.4498], [-1.8339, -1.4213, -0.4417], [-0.8739, -0.5649, 0.0489], [-1.0293, -0.1771, 1.2660], [-2.0770, -0.6889, 2.2208], [-0.1143, 0.9004, 1.7909], [-0.2039, 1.1971, 3.1518], [0.5601, 2.2098, 3.7028], [1.3941, 2.9349, 2.8817], [1.4305, 2.5848, 1.5423], [0.7206, 1.5875, 0.9785], [-5.6735, -1.4649, -1.8573], [-4.6618, -1.2996, -3.3040], [-4.1743, -0.5100, -1.7925], [-4.2921, -3.5509, -2.2007], [-3.8357, -2.7234, -0.7215], [-2.2464, -2.8211, -3.2150], [-2.7547, -1.3440, 1.6954], [-2.6453, 0.1394, 2.6645], [-1.6294, -1.2533, 3.0483], [-0.8737, 0.6282, 3.7795], [0.4846, 2.4351, 4.7621], [1.9989, 3.7570, 3.2500], [2.0475, 3.1743, 0.8948], [2.6062, 1.5234, -1.2321], [3.8790, 0.8090, -2.4617], [3.3488, -0.8950, -1.7826], [5.1838, 0.7864, -1.0834], [5.0418, 0.0090, -3.6800], [4.3760, 2.5392, -2.9402], [2.4866, 0.7546, -3.7028], [4.4034, 1.5586, 1.2199], [4.3992, 0.2630, 1.1039], [5.2949, -0.5501, 1.5700]]}

{"formula": "C3H4N2S", "method": "ωB97M-V/def2-TZVPD", "relative_energy_kj_mol": 58.99, "smiles": "Sc1ncc[nH]1", "e_homo_ev": -8.1, "total_energy_ev": -16990.880, "species": ["S", "C", "N", "C", "C", "N", "H", "H", "H", "H"], "coordinates": [[-0.9255, 0.8960, -1.4762], [-0.0494, 0.0986, -0.2485], [1.0289, 0.5646, 0.3526], [1.3364, -0.2942, 1.3763], [0.3946, -1.3021, 1.4229], [-0.5113, -1.0581, 0.4337], [0.1076, 1.7013, -1.6820], [2.2090, -0.1533, 2.0200], [0.2390, -2.1255, 2.1083], [-1.4597, -1.3173, 0.3641]]}